{
  "formula": "C7H17Br2N2",
  "method": "the ωB97M-V functional and the def2-TZVPD basis",
  "homo_lumo_gap_ev": 10.250,
  "relative_energy_kj_mol": 0.0,
  "fmax_ha_per_bohr": 0.061,
  "energy_ha": -5534.2030,
  "smiles": "CC(C)(Br)C(C)(C)[C@@](N)([NH3+])Br",
  "charge": 1,
  "lumo_ev": -3.09,
  "species": ["C", "C", "C", "C", "C", "C", "C", "N", "N", "Br", "Br", "H", "H", "H", "H", "H", "H", "H", "H", "H", "H", "H", "H", "H", "H", "H", "H", "H"],
  "positions_angstrom": [[-0.355, -0.604, 1.818], [-0.857, -1.574, -0.412], [2.209, -0.874, 0.704], [1.475, -0.474, -1.626], [-0.239, -0.397, 0.314], [1.202, -0.124, -0.165], [-1.389, 1.054, 0.073], [-1.173, 2.042, 0.983], [-1.138, 1.583, -1.304], [1.710, 1.851, 0.028], [-3.372, 0.370, -0.048], [0.172, 0.161, 2.381], [0.054, -1.570, 2.098], [-1.403, -0.605, 2.109], [-1.039, -1.391, -1.467], [-1.794, -1.857, 0.057], [-0.193, -2.431, -0.328], [2.221, -0.510, 1.727], [3.210, -0.750, 0.296], [1.982, -1.937, 0.716], [0.814, 0.017, -2.335], [2.494, -0.185, -1.876], [1.405, -1.549, -1.770], [-1.046, 1.755, 1.941], [-1.754, 2.866, 0.917], [-1.772, 2.361, -1.532], [-1.280, 0.839, -1.998], [-0.146, 1.934, -1.302]],
  "forces_ev_per_angstrom": [[0.0, 0.1, -0.1], [0.0, 0.0, 0.2], [0.1, 0.3, 0.0], [0.2, 0.2, 0.1], [-2.2, 2.2, 0.3], [0.4, 0.3, -0.1], [1.1, -2.8, -0.1], [-0.4, 0.3, 0.2], [0.0, 0.3, -0.1], [0.3, -0.7, -0.1], [1.1, 0.5, 0.0], [0.1, 0.0, 0.1], [0.1, -0.1, 0.1], [-0.1, 0.0, 0.0], [0.0, 0.0, -0.2], [0.0, 0.0, 0.0], [0.1, -0.1, -0.1], [0.0, 0.0, 0.0], [0.0, 0.0, -0.1], [-0.1, -0.1, -0.1], [-0.1, 0.0, -0.1], [0.0, 0.0, 0.0], [-0.1, -0.1, 0.0], [0.0, -0.1, -0.1], [-0.1, 0.0, 0.0], [0.1, -0.2, 0.0], [0.0, 0.2, 0.2], [-0.4, -0.2, -0.1]],
  "mulliken_charge": [-2.35, -1.99, -1.48, -1.42, 2.17, 0.31, -0.49, -0.24, -0.02, -0.09, -0.13, 0.52, 0.50, 0.46, 0.40, 0.57, 0.43, 0.42, 0.45, 0.37, 0.31, 0.46, 0.39, 0.22, 0.26, 0.43, 0.37, 0.18]
}